[1]
{
  "formula": "C4H11NO3",
  "method": "ωB97M-V/def2-TZVPD",
  "homo_lumo_gap_ev": 10.17,
  "spin_multiplicity": 1,
  "total_charge": 0,
  "homo_energy_ev": -9.6201,
  "smiles": "C[C@H](O)[C@@H](N)C=O.O",
  "energy_ev": -11957.534,
  "species": ["O", "C", "C", "C", "C", "O", "N", "H", "H", "H", "H", "H", "H", "H", "H", "H", "H", "H", "O"],
  "xyz": [[2.16699, -0.57523, -0.85078], [1.71861, 0.55121, -0.77038], [0.25255, 0.80687, -0.43131], [-0.20401, -0.34888, 0.44485], [-1.70488, -0.25830, 0.79140], [0.34107, -0.15977, 1.80307], [0.31026, 2.12291, 0.24844], [2.49661, 1.32462, -0.76005], [-0.48936, 0.98475, -1.20534], [0.10584, -1.37987, 0.26025], [-2.20149, 0.03250, -0.15791], [-1.97834, 0.60829, 1.42060], [-2.13915, -1.05816, 1.36641], [1.30408, -0.20640, 1.80542], [-0.55020, 2.63983, 0.21574], [0.79838, 2.16538, 1.12688], [-0.15866, -3.09694, -1.37234], [0.37502, -1.83214, -2.06974], [-0.44333, -2.32067, -1.86520]],
  "forces_ev_per_a": [[-0.372, 0.091, -0.290], [0.697, -1.677, -0.337], [0.741, 1.549, 1.135], [-1.075, -0.213, 4.011], [-0.258, 1.751, -1.404], [0.508, 0.343, -0.088], [-0.105, -0.325, -0.958], [-0.655, 0.866, -0.154], [0.536, -0.466, -0.769], [-0.220, 0.621, -1.188], [-0.405, -1.052, 0.428], [0.935, -0.012, -0.102], [0.060, -0.812, -0.515], [0.012, -0.269, -0.158], [-0.047, -0.045, 0.367], [-0.383, -0.235, 0.202], [0.074, 0.049, -0.071], [-0.338, -0.399, 0.242], [0.294, 0.236, -0.350]]
}

=====

[2]
{
  "formula": "C10H16O",
  "method": "ωB97M-V/def2-TZVPD",
  "homo_lumo_gap_ev": 9.49,
  "spin_multiplicity": 1,
  "total_charge": 0,
  "homo_energy_ev": -8.6379,
  "smiles": "Cc1ccc(O)cc1.CCC",
  "energy_ev": -12676.332,
  "species": ["C", "C", "C", "H", "H", "H", "H", "H", "H", "H", "H", "C", "C", "C", "C", "C", "C", "C", "O", "H", "H", "H", "H", "H", "H", "H", "H"],
  "xyz": [[-3.02179, -0.70854, -0.05895], [-2.31918, 0.14721, -1.11117], [-1.99967, -1.71127, 0.52367], [-3.30680, -0.00841, 0.71941], [-3.82910, -1.23489, -0.56095], [-1.28523, 0.41945, -0.84315], [-1.22711, -1.92326, -0.21734], [-1.47782, -1.25668, 1.36654], [-2.72198, 1.15380, -1.27181], [-2.13606, -0.16888, -2.14220], [-2.42115, -2.66256, 0.84220], [2.13566, -1.87291, 0.62715], [1.21516, 1.31315, -1.22450], [1.31652, 2.25045, -0.19106], [1.29928, -0.04464, -0.93959], [1.61724, -0.50471, 0.34290], [1.52245, 1.83538, 1.11461], [1.64898, 0.46730, 1.33765], [1.46385, 3.55705, -0.62910], [1.26294, 1.63386, -2.25224], [1.17031, -0.79038, -1.71770], [1.54344, 2.54260, 1.93148], [0.85299, 4.14567, -0.18699], [3.14772, -2.03588, 0.25485], [1.46522, -2.63777, 0.22966], [1.85778, 0.15873, 2.35814], [2.22637, -2.06386, 1.69850]],
  "forces_ev_per_a": [[1.426, -0.183, -0.916], [1.352, 1.771, -0.599], [0.023, 0.203, -0.117], [-0.721, -0.270, 0.098], [-0.457, 0.124, 0.481], [-0.256, -0.338, 0.573], [-0.055, -0.137, -0.071], [0.000, -0.060, 0.066], [-0.635, -0.167, 0.276], [-0.609, -0.991, 0.141], [-0.169, 0.044, 0.096], [-0.449, -0.710, 0.367], [0.355, -0.497, 0.659], [0.729, -0.036, -1.146], [0.286, -0.403, 0.171], [0.212, 1.282, -0.033], [-0.750, -0.300, -0.449], [0.249, 0.041, 0.742], [-0.187, -0.072, 0.177], [-0.508, 0.234, -0.097], [0.229, 0.182, -0.215], [0.200, 0.034, 0.020], [-0.127, 0.146, 0.291], [-0.106, 0.120, -0.386], [0.183, -0.111, -0.130], [0.018, -0.067, -0.044], [-0.233, 0.159, 0.043]]
}

=====

[3]
{
  "formula": "C17H21Br2N2O2PPdS2",
  "method": "ωB97M-V/def2-TZVPD",
  "homo_lumo_gap_ev": [7.33, 6.42],
  "spin_multiplicity": 2,
  "total_charge": 1,
  "s2": 0.758,
  "homo_energy_ev": [-11.6350, -11.6993],
  "energy_ev": -199564.104,
  "species": ["Pd", "Br", "C", "Br", "H", "H", "C", "C", "O", "P", "S", "S", "O", "C", "C", "H", "H", "H", "H", "H", "H", "H", "H", "H", "H", "C", "C", "C", "C", "C", "C", "N", "N", "C", "C", "C", "C", "C", "C", "H", "H", "H", "H", "H", "H", "H", "H", "H"],
  "xyz": [[-0.01223, -0.53998, 0.24253], [-0.02638, 2.10909, 1.62079], [0.97839, 2.92173, 0.18686], [0.94505, 1.80121, -1.37721], [2.00483, 3.02735, 0.51249], [0.51347, 3.86884, -0.05425], [2.79288, -5.55513, 3.30638], [1.81166, -5.22368, 2.21284], [2.15039, -3.92164, 1.63095], [1.31126, -2.63565, 1.88116], [2.21806, -0.99810, 1.21537], [-0.52857, -2.69425, 0.99938], [1.12231, -2.64959, 3.44847], [0.39969, -1.60603, 4.15194], [1.14967, -1.27573, 5.41671], [2.57957, -6.55338, 3.68920], [2.71554, -4.84410, 4.12709], [3.81118, -5.54472, 2.92096], [0.78496, -5.19293, 2.58022], [1.86837, -5.92043, 1.37995], [-0.59974, -1.99265, 4.34913], [0.31562, -0.72986, 3.50133], [1.26483, -2.16339, 6.03713], [0.59561, -0.52903, 5.98529], [2.13658, -0.87731, 5.18567], [3.01088, -3.07543, -4.01615], [3.29532, -2.20127, -2.97826], [2.26414, -1.61334, -2.26342], [0.94894, -1.89162, -2.60683], [0.65422, -2.77969, -3.63963], [1.69003, -3.36621, -4.34130], [-0.10122, -1.26368, -1.85848], [-1.20855, -1.14995, -2.41969], [-2.20573, -0.62727, -1.59040], [-3.48730, -0.45026, -2.10308], [-4.48718, 0.02212, -1.27080], [-4.21013, 0.29717, 0.06174], [-2.92766, 0.12271, 0.58162], [-1.92671, -0.31966, -0.25292], [3.81729, -3.53834, -4.56852], [4.32113, -1.97769, -2.71968], [2.48229, -0.94133, -1.44538], [-0.37587, -3.00575, -3.87230], [1.46845, -4.06054, -5.14000], [-3.67649, -0.69370, -3.13988], [-5.48752, 0.16359, -1.65441], [-4.99802, 0.65283, 0.71243], [-2.73928, 0.33609, 1.62578]],
  "forces_ev_per_a": [[0.005, -0.294, -0.616], [-0.013, 0.045, 0.078], [-0.018, -0.006, 0.066], [-0.032, -0.018, 0.062], [-0.010, 0.009, -0.008], [0.013, -0.010, -0.001], [-0.005, -0.007, -0.006], [-0.017, 0.013, -0.015], [0.090, 0.027, -0.114], [-0.087, 0.123, 0.220], [-0.070, -0.090, 0.071], [-0.048, 0.219, 0.115], [0.114, -0.063, 0.024], [-0.059, 0.033, -0.038], [-0.007, -0.027, -0.010], [0.000, -0.006, 0.007], [-0.001, 0.006, 0.002], [0.005, -0.002, -0.001], [0.002, -0.014, -0.001], [-0.008, 0.000, 0.016], [0.003, 0.007, 0.001], [0.027, -0.037, 0.032], [0.000, -0.001, 0.006], [-0.004, 0.010, 0.005], [0.006, 0.004, -0.002], [-0.028, 0.005, 0.005], [-0.006, -0.008, -0.026], [-0.001, 0.094, 0.065], [-0.004, -0.019, 0.109], [-0.114, 0.049, 0.042], [0.037, 0.005, 0.020], [-0.296, 0.154, -0.403], [0.446, -0.142, 0.510], [-0.160, 0.073, -0.016], [0.075, -0.031, -0.042], [-0.020, -0.003, 0.032], [-0.015, 0.027, -0.016], [-0.014, -0.001, -0.067], [0.268, -0.085, -0.025], [-0.001, -0.007, -0.004], [0.001, 0.003, 0.007], [-0.023, -0.026, -0.055], [-0.023, -0.002, -0.019], [-0.007, 0.001, -0.006], [-0.011, 0.005, -0.008], [-0.007, 0.001, -0.005], [-0.013, -0.005, 0.000], [0.029, -0.006, 0.008]]
}

=====

[4]
{
  "formula": "C12H30O15",
  "method": "ωB97M-V/def2-TZVPD",
  "homo_lumo_gap_ev": 10.91,
  "spin_multiplicity": 1,
  "total_charge": 0,
  "homo_energy_ev": -10.6077,
  "smiles": "C[C@H]1COC(=O)O1.C[C@H]1COC(=O)O1.C[C@H]1COC(=O)O1.O.O.O.O.O.O",
  "energy_ev": -43642.046,
  "species": ["C", "C", "C", "O", "C", "O", "O", "H", "H", "H", "H", "H", "H", "C", "C", "C", "O", "C", "O", "O", "H", "H", "H", "H", "H", "H", "C", "C", "C", "O", "C", "O", "O", "H", "H", "H", "H", "H", "H", "O", "H", "H", "O", "H", "H", "O", "H", "H", "O", "H", "H", "O", "H", "H", "O", "H", "H"],
  "xyz": [[7.93759, -5.97181, 3.41682], [8.28316, -5.29888, 2.07704], [8.25844, -6.29423, 0.91506], [7.46657, -5.72092, -0.05629], [6.91833, -4.63197, 0.47097], [6.01104, -4.03972, -0.01271], [7.30058, -4.37815, 1.65767], [7.11536, -6.68536, 3.36280], [7.76063, -5.18905, 4.15443], [8.79972, -6.53018, 3.78158], [9.29095, -4.89894, 2.18882], [7.73498, -7.20310, 1.21179], [9.25995, -6.45592, 0.51641], [-9.01627, -1.41015, 0.38761], [-8.03445, -0.89178, 1.50210], [-7.92160, -1.85999, 2.77968], [-6.91128, -2.70387, 2.42986], [-6.17079, -2.17190, 1.42777], [-5.26501, -2.77842, 0.83861], [-6.71872, -1.04583, 0.98633], [-8.72695, -2.41152, 0.06879], [-8.91934, -0.77692, -0.49427], [-10.07523, -1.41870, 0.64576], [-8.11548, 0.18570, 1.64551], [-8.82574, -2.43128, 2.99005], [-7.74672, -1.22524, 3.64837], [-2.72459, 5.44967, 3.89342], [-2.10719, 4.87156, 2.65174], [-1.19343, 5.84909, 1.76455], [-0.00379, 5.11198, 1.53351], [-0.09958, 3.91042, 2.13509], [0.74820, 2.99373, 2.03504], [-1.13324, 3.89582, 3.00397], [-1.89683, 5.88599, 4.45245], [-3.17369, 4.64943, 4.48166], [-3.44356, 6.21868, 3.61092], [-2.85287, 4.33707, 2.06318], [-0.96568, 6.77108, 2.29948], [-1.66783, 6.17589, 0.83921], [-4.02035, 3.59215, -3.38386], [-3.32161, 4.11470, -3.77749], [-4.72759, 4.21746, -3.22561], [0.63348, -0.54651, -2.77516], [-0.17061, -0.48418, -2.25962], [1.24485, -1.01886, -2.21007], [-0.71755, -0.14753, -7.28049], [-0.22486, -0.33329, -6.48112], [-1.63529, -0.23099, -7.02160], [0.53242, 4.33469, -4.46932], [0.80416, 3.44351, -4.24983], [1.27800, 4.88104, -4.22066], [4.60154, -0.57299, -6.50850], [5.44960, -0.39230, -6.91397], [4.72000, -0.33615, -5.58866], [5.59489, 2.23938, -2.53291], [5.50105, 3.16025, -2.77672], [5.28223, 2.19733, -1.62919]],
  "forces_ev_per_a": [[0.305, 0.558, -0.168], [0.364, -1.872, 0.830], [0.979, -1.126, 0.759], [0.053, 0.560, -1.252], [-3.160, 0.044, -2.311], [-0.379, 0.671, -1.244], [1.987, 0.981, 3.645], [-0.213, 0.322, -0.105], [-0.278, -0.123, 0.070], [0.157, -0.018, -0.159], [-0.252, 0.800, -0.200], [0.537, -0.369, 0.083], [-0.104, -0.424, 0.051], [0.647, 0.495, 0.389], [-0.947, -1.429, -0.315], [-2.328, 2.673, -0.585], [1.867, -0.829, -0.054], [1.968, -2.944, -2.852], [-2.265, 2.055, 2.386], [0.727, 0.397, -0.166], [0.032, -0.098, 0.207], [0.098, 0.094, 0.041], [0.122, 0.057, 0.409], [-0.470, -0.252, 0.589], [-0.022, 0.017, -0.298], [0.573, -0.240, 0.249], [0.714, 0.089, -0.262], [0.862, 0.521, -1.164], [-1.418, 0.082, 0.926], [-0.397, -0.463, -0.449], [3.390, -2.853, 0.705], [-3.280, 3.448, 0.163], [0.374, -0.801, -0.238], [-0.235, 0.188, 0.304], [-0.154, 0.189, -0.031], [-0.090, -0.066, 0.223], [-0.074, 0.254, -0.305], [0.225, -0.120, 0.284], [0.098, -0.472, -0.173], [-0.048, -0.201, 0.108], [0.283, 0.084, -0.141], [-0.202, 0.117, 0.028], [0.015, 0.125, -0.273], [-0.231, 0.032, 0.127], [0.204, -0.131, 0.117], [0.031, 0.063, -0.245], [0.211, -0.057, 0.225], [-0.228, -0.009, 0.045], [-0.236, 0.145, -0.062], [0.033, -0.312, 0.034], [0.163, 0.151, 0.044], [-0.179, -0.083, -0.137], [0.191, 0.032, -0.125], [-0.010, 0.064, 0.288], [0.088, -0.152, -0.176], [-0.004, 0.219, -0.092], [-0.090, -0.083, 0.254]]
}

=====

Maximum force (computed, eV Å⁻¹): 4.2 2.3 0.7 4.8
Energy above the lowest of the compared OMol25 structures with the same formula, charge and spin (computed, kcal/mol): 59.39 32.13 0.00 30.48